(1)
Below is an isolated molecule of C5H8O2, with properties calculated with ωB97M-V/def2-TZVPD.

```
15
Properties=species:S:1:pos:R:3:forces:R:3:nbo_charge:R:1
O 0.252 -0.685 -1.614 -0.02 -0.11 -0.27 -0.721
C -0.040 0.668 -1.348 -0.03 0.36 0.11 -0.074
C -0.075 0.874 0.152 -0.11 -0.05 -0.07 -0.297
C 1.402 -0.494 1.215 -0.20 0.05 -0.12 -0.240
C 0.092 -1.095 1.399 0.02 -0.23 0.16 0.451
O -0.066 -2.193 1.897 0.03 0.35 -0.17 -0.562
C -0.956 -0.101 0.937 -0.02 -0.02 0.01 -0.529
H 0.172 -0.838 -2.562 0.02 -0.04 0.16 0.480
H 0.708 1.337 -1.799 -0.10 -0.11 0.06 0.172
H -1.027 0.952 -1.748 0.12 -0.07 0.05 0.174
H -0.261 1.928 0.384 0.08 -0.15 -0.01 0.242
H 1.963 -0.916 0.373 -0.05 0.05 0.08 0.197
H 1.004 0.785 0.613 0.09 -0.01 0.04 0.221
H -1.708 -0.591 0.313 0.10 0.06 0.08 0.246
H -1.459 0.369 1.789 0.09 -0.09 -0.11 0.241
```
Positions in Å, forces in eV/Å.

HOMO: -0.3215 Ha
HOMO-LUMO gap: 8.68 eV

***

(2)
Below is C19H17F5N2Ni as an isolated structure, with properties calculated with ωB97M-V/def2-TZVPD.

```
44
Properties=species:S:1:pos:R:3:forces:R:3:mulliken_spin:R:1
C 0.331 -2.636 4.620 0.27 -0.16 0.19 0.001
C 1.866 -2.626 4.530 -0.20 -0.03 0.18 0.000
H -0.022 -1.838 5.277 -0.02 0.02 -0.09 0.000
H 0.022 -3.584 5.071 -0.11 0.10 -0.04 0.000
H -0.183 -2.543 3.663 0.17 -0.04 0.06 -0.002
H 2.280 -1.773 3.988 -0.21 -0.07 0.01 -0.003
H 2.263 -2.602 5.548 0.11 0.00 -0.06 0.000
H 2.242 -3.538 4.062 -0.05 0.09 -0.08 0.000
C -2.295 1.323 0.492 1.04 0.95 -0.29 -0.011
C -3.141 2.422 0.384 0.04 -0.17 -0.06 0.001
C -2.665 3.600 -0.197 0.30 -0.19 0.10 0.010
C -1.350 3.668 -0.656 0.10 -0.34 0.11 -0.002
H -2.604 0.351 0.888 0.08 0.42 -0.09 0.002
H -4.160 2.335 0.750 0.13 0.11 -0.16 0.000
H -3.311 4.464 -0.294 0.00 -0.08 0.01 0.001
H -0.934 4.552 -1.134 -0.35 -0.07 0.11 0.000
N -0.998 1.418 0.109 -1.91 1.91 -0.92 0.011
C -0.528 2.554 -0.503 -1.77 -0.75 0.80 -0.021
C 0.833 2.433 -1.003 1.61 -1.03 -0.06 0.045
N 1.370 1.200 -0.752 1.11 1.10 -0.76 0.037
C 2.654 0.965 -1.104 -0.75 0.66 0.06 0.017
C 2.880 3.185 -2.042 -0.26 -0.43 0.12 0.002
C 3.428 1.930 -1.754 -0.11 0.02 0.12 0.003
H 3.055 -0.008 -0.824 -0.16 0.20 -0.16 0.003
H 4.457 1.690 -2.008 -0.21 0.09 -0.01 0.000
C 1.565 3.434 -1.654 -0.39 -0.24 0.22 0.002
H 1.065 4.382 -1.844 0.36 -0.14 -0.03 0.000
H 3.460 3.949 -2.567 -0.19 -0.29 0.24 0.000
Ni 0.147 -0.073 0.229 -0.77 -0.54 -1.44 1.755
C 1.174 -1.044 1.396 1.26 -1.29 0.69 -0.070
H 1.785 -0.323 1.943 0.21 -0.13 0.32 0.015
H 1.819 -1.727 0.828 0.03 -0.08 0.44 0.018
H 0.524 -1.603 2.073 0.32 -0.07 0.01 0.056
F -1.049 0.634 -2.773 0.02 -0.22 0.10 -0.004
C -1.205 -0.694 -2.500 -0.72 -1.12 -0.73 -0.005
C -0.793 -1.233 -1.297 0.34 0.38 0.51 0.164
C -1.031 -2.589 -1.138 -0.41 -0.36 -0.85 -0.058
F -0.698 -3.237 0.011 -0.06 0.30 -0.40 0.003
C -1.630 -3.387 -2.137 0.42 0.06 0.80 0.010
F -1.787 -4.708 -1.929 -0.07 0.25 -0.13 0.002
C -2.049 -2.823 -3.332 0.16 0.30 0.16 -0.008
F -2.635 -3.575 -4.287 0.26 0.41 0.44 -0.001
C -1.846 -1.456 -3.507 0.23 0.53 0.46 0.027
F -2.303 -0.866 -4.628 0.16 -0.09 0.08 0.002
```
Positions in Å, forces in eV/Å.

HOMO (alpha / beta): -0.2735 / -0.2942 Ha
Multiplicity: 3
HOMO-LUMO gap (alpha / beta): 6.45 / 6.92 eV
<S²>: 2.01

***

(3)
Below is an isolated molecule of C5H8N2O2, with properties calculated with ωB97M-V/def2-TZVPD.

```
17
Properties=species:S:1:pos:R:3:forces:R:3:nbo_charge:R:1
C -0.386 1.241 -1.208 0.20 -0.14 -0.03 -0.621
C -0.077 -0.039 -0.440 1.73 1.81 4.36 -0.193
C -1.283 -0.809 -0.155 -1.24 -2.01 -3.30 0.628
O -1.963 -1.124 0.756 0.55 0.43 -0.51 -0.426
C -1.596 -1.374 -1.734 -0.74 -0.01 1.95 0.090
N -1.809 -1.821 -2.772 0.15 0.12 -0.03 -0.326
N 0.384 0.276 1.087 -0.49 0.39 -1.98 -0.152
C 1.251 -0.781 1.577 0.05 0.13 -0.12 -0.439
O 1.128 1.491 1.127 0.23 -0.10 -0.20 -0.602
H 0.457 1.923 -1.108 0.00 -0.12 0.02 0.256
H -1.274 1.737 -0.824 -0.07 -0.02 0.04 0.223
H -0.521 1.007 -2.260 -0.12 0.01 -0.04 0.240
H 0.681 -0.655 -0.939 -0.22 -0.01 0.03 0.240
H 2.100 -0.965 0.907 0.02 -0.08 0.10 0.175
H 1.624 -0.493 2.560 -0.04 -0.04 -0.07 0.219
H 0.645 -1.678 1.691 0.05 -0.12 -0.07 0.211
H 0.640 2.063 1.734 -0.08 -0.25 -0.13 0.476
```
Positions in Å, forces in eV/Å.

HOMO: -0.3567 Ha
SMILES: C[C@H](C(=O)C#N)N(C)O
HOMO-LUMO gap: 9.72 eV

***

(4)
Below is an isolated ion of composition C12H21N2O and charge +1, with properties calculated with ωB97M-V/def2-TZVPD.

```
36
Properties=species:S:1:pos:R:3:forces:R:3:nbo_charge:R:1
C 0.287 -1.353 2.937 0.09 -0.09 0.16 -0.626
C -0.975 -2.022 2.380 0.15 -0.70 0.17 -0.427
C -1.871 -1.192 1.486 0.39 -0.01 -0.26 -0.053
C -3.145 -1.939 1.118 -0.11 0.35 -0.22 -0.081
O -3.598 -1.279 -0.068 -0.47 -0.29 0.08 -0.754
N -1.092 -0.903 0.186 0.90 -0.50 -0.65 -0.552
C -0.816 0.608 -0.079 0.49 0.34 -1.33 -0.033
N -0.085 0.867 -1.356 -1.03 0.02 1.26 -0.498
C -0.778 1.734 -2.339 -1.04 -0.61 -0.52 -0.425
C 1.334 1.150 -1.313 1.22 0.41 0.66 0.221
C 2.271 0.100 -1.102 -0.73 0.96 -0.44 -0.271
C 3.641 0.343 -1.262 -0.04 0.73 -0.13 -0.194
C 4.119 1.651 -1.511 -1.06 0.06 0.24 -0.203
C 3.209 2.736 -1.571 -0.27 -0.98 -0.22 -0.186
C 1.822 2.484 -1.515 -0.03 -0.63 0.22 -0.278
H 0.683 -2.026 3.716 0.03 0.43 -0.32 0.248
H 1.081 -1.233 2.179 -0.29 0.03 0.26 0.204
H 0.089 -0.372 3.398 0.01 -0.37 -0.15 0.223
H -0.669 -2.894 1.758 -0.17 0.25 0.50 0.207
H -1.569 -2.441 3.217 0.18 0.31 -0.46 0.245
H -2.136 -0.224 1.915 0.16 0.03 -0.06 0.225
H -2.921 -2.998 0.957 -0.05 -0.01 -0.25 0.182
H -3.867 -1.884 1.946 0.19 0.16 -0.22 0.210
H -4.507 -1.519 -0.310 0.39 -0.05 0.23 0.508
H -0.127 -1.315 0.256 -1.22 0.19 -0.09 0.433
H -1.593 -1.378 -0.617 0.58 0.97 0.84 0.466
H -0.189 0.890 0.791 -0.55 0.08 -0.39 0.218
H -1.835 1.062 -0.087 0.95 -0.13 0.04 0.231
H -0.045 1.936 -3.118 -0.18 0.16 0.06 0.235
H -1.614 1.188 -2.872 0.75 0.50 0.89 0.214
H -1.171 2.700 -1.938 0.32 -0.70 -0.12 0.195
H 1.884 -0.906 -0.898 0.31 0.29 -0.27 0.195
H 4.331 -0.501 -1.258 -0.10 0.27 0.19 0.230
H 5.177 1.851 -1.655 -0.18 -0.20 0.08 0.232
H 3.575 3.759 -1.734 -0.21 -0.56 0.11 0.233
H 1.102 3.320 -1.637 0.65 -0.70 0.12 0.227
```
Positions in Å, forces in eV/Å.

HOMO: -0.4254 Ha
Charge: +1
SMILES: CC[C@H](CO)[NH2+]CN(C)c1ccccc1
HOMO-LUMO gap: 9.11 eV

***

(5)
Below is C31H36AsGaNSSb as an isolated structure, with properties calculated with ωB97M-V/def2-TZVPD.

```
72
Properties=species:S:1:pos:R:3:forces:R:3:lowdin_charge:R:1
Ga 0.907 0.866 -0.402 -0.02 0.00 0.19 0.333
C 3.059 -0.720 0.024 0.10 -0.09 0.12 -0.102
C 2.754 -2.027 -0.338 -0.10 0.06 -0.04 -0.051
C 1.781 -2.729 0.365 0.03 0.03 0.03 -0.038
C 1.116 -2.143 1.441 0.03 -0.02 0.00 -0.045
C 1.436 -0.854 1.832 -0.07 0.05 -0.09 -0.080
C 2.402 -0.120 1.116 -0.05 -0.09 -0.19 -0.184
H 3.842 -0.174 -0.491 -0.02 0.00 -0.03 0.107
H 3.279 -2.495 -1.160 -0.01 0.01 0.01 0.130
H 1.542 -3.745 0.079 0.01 0.01 0.03 0.124
H 0.376 -2.708 1.992 0.00 0.00 -0.02 0.126
H 0.974 -0.412 2.705 -0.03 -0.02 0.01 0.116
H 2.764 0.831 1.493 -0.03 0.02 0.02 0.114
S 4.568 2.311 -2.235 0.08 0.01 -0.01 0.787
C 3.145 2.208 -1.596 -0.19 0.05 0.04 -0.932
N 2.051 2.141 -1.105 0.14 0.08 -0.15 -0.027
C 2.775 -1.645 -5.910 0.01 0.00 0.00 -0.040
C 3.255 -0.926 -4.825 -0.01 0.00 0.00 -0.049
C 2.418 -0.653 -3.751 0.00 0.00 0.00 -0.129
C 1.103 -1.105 -3.778 -0.04 -0.03 -0.04 -0.371
C 0.611 -1.812 -4.874 0.01 0.00 0.00 -0.118
C 1.458 -2.085 -5.938 -0.01 0.00 0.00 -0.049
Sb -0.207 -0.675 -2.212 0.14 -0.06 0.09 1.583
C -1.008 -2.455 -1.456 0.00 -0.02 -0.03 -0.386
C -0.612 -3.672 -2.000 -0.02 0.00 -0.01 -0.117
C -1.113 -4.853 -1.466 0.00 0.01 0.00 -0.050
C -1.998 -4.813 -0.397 0.00 0.00 0.00 -0.044
C -2.392 -3.595 0.144 0.00 0.00 -0.01 -0.059
C -1.895 -2.412 -0.383 -0.01 0.01 -0.01 -0.149
C -1.780 0.446 -3.022 -0.01 0.02 0.01 -0.392
C -3.107 0.101 -2.788 0.02 -0.03 0.00 -0.117
C -4.118 0.908 -3.294 0.00 0.02 -0.01 -0.055
C -3.801 2.047 -4.022 -0.01 -0.01 0.01 -0.047
C -2.473 2.383 -4.261 0.01 0.00 -0.01 -0.058
C -1.456 1.584 -3.760 -0.01 -0.02 -0.02 -0.137
H 3.428 -1.856 -6.746 0.00 0.00 0.00 0.121
H 4.276 -0.569 -4.814 0.00 0.00 0.00 0.117
H 2.798 -0.073 -2.920 0.02 -0.02 0.03 0.049
H -0.421 -2.143 -4.911 0.00 0.00 0.00 0.112
H 1.086 -2.635 -6.792 0.00 0.00 0.00 0.120
H 0.080 -3.710 -2.833 0.00 -0.01 0.01 0.100
H -0.815 -5.803 -1.888 0.00 0.00 0.00 0.121
H -2.387 -5.735 0.014 0.00 0.00 0.00 0.121
H -3.091 -3.569 0.969 0.00 0.00 0.00 0.117
H -2.209 -1.465 0.044 0.00 0.00 0.00 0.093
H -3.361 -0.798 -2.240 0.00 0.00 0.01 0.097
H -5.153 0.639 -3.131 0.00 0.00 0.00 0.118
H -4.592 2.668 -4.421 0.00 0.00 0.00 0.119
H -2.231 3.260 -4.845 0.00 0.00 0.00 0.120
H -0.422 1.845 -3.960 0.01 0.00 0.00 0.110
C 1.313 3.517 2.407 -0.01 0.00 0.01 -0.137
C 0.152 3.836 1.472 0.03 0.01 -0.01 -0.379
As -0.736 2.237 0.826 -0.01 0.00 0.02 1.203
C -1.581 1.371 2.346 0.01 -0.03 0.00 -0.386
C -2.746 2.169 2.924 0.00 0.01 0.00 -0.132
C -2.160 2.788 -0.388 0.01 0.01 -0.02 -0.377
C -2.713 4.178 -0.086 0.00 0.00 0.01 -0.129
H 1.762 4.442 2.765 0.00 0.00 0.00 0.092
H 2.096 2.960 1.891 0.00 0.01 -0.01 0.050
H 0.993 2.953 3.284 0.01 -0.01 -0.01 0.075
H 0.491 4.373 0.586 0.00 0.00 0.00 0.085
H -0.607 4.446 1.963 -0.01 -0.01 -0.01 0.081
H -0.802 1.216 3.093 0.03 0.01 0.01 0.063
H -1.901 0.384 2.006 -0.01 0.01 0.01 0.065
H -2.438 3.167 3.239 0.00 0.00 0.00 0.077
H -3.140 1.658 3.801 0.00 0.00 0.00 0.089
H -3.560 2.271 2.207 0.00 0.00 0.00 0.072
H -2.929 2.016 -0.317 0.00 0.00 0.00 0.078
H -1.758 2.741 -1.401 -0.01 0.01 0.05 0.048
H -3.099 4.262 0.929 0.00 0.00 0.00 0.067
H -3.535 4.391 -0.770 0.00 0.00 -0.01 0.088
H -1.959 4.949 -0.232 0.00 0.00 0.00 0.078
```
Positions in Å, forces in eV/Å.

HOMO: -0.5248 Ha
Charge: +2
HOMO-LUMO gap: 8.09 eV

***

(6)
Below is C21H24FeO6 as an isolated structure, with properties calculated with ωB97M-V/def2-TZVPD.

```
52
Properties=species:S:1:pos:R:3:forces:R:3:mulliken_spin:R:1
C 3.893 -1.575 0.781 0.21 -0.09 0.19 0.001
C 2.765 -1.119 -0.102 -0.12 0.02 0.20 0.003
O 1.744 -0.571 0.780 0.37 0.23 -0.63 0.011
C 0.601 -0.249 0.151 -0.44 -0.33 -0.59 0.126
C -0.378 0.491 1.035 3.00 -3.85 2.88 0.762
C -1.744 0.372 0.751 -1.51 -0.39 0.16 0.516
O -2.095 1.225 -0.193 0.15 1.67 -0.88 0.171
C -2.786 -0.399 1.430 -0.08 -0.43 -0.12 0.020
C -2.623 -1.908 1.148 -0.53 -0.18 0.24 0.105
C -1.828 -2.639 2.220 0.08 -0.22 -0.18 -0.038
C -0.399 -2.137 2.410 0.27 -0.38 0.26 0.087
C -0.239 -0.868 3.257 0.24 -0.17 0.32 0.031
C -0.003 0.459 2.512 0.25 1.69 -0.24 0.007
O 0.394 -0.536 -1.025 0.23 0.22 1.11 0.083
H 4.714 -1.942 0.162 0.01 0.02 0.01 0.000
H 4.269 -0.758 1.405 -0.06 -0.11 -0.11 0.000
H 3.576 -2.393 1.432 0.00 0.11 -0.03 0.000
H 3.086 -0.320 -0.784 -0.17 -0.27 0.05 0.003
H 2.334 -1.950 -0.674 0.10 0.33 0.07 0.000
H -2.740 -0.196 2.510 -0.26 -0.20 -0.03 0.012
H -3.767 -0.067 1.064 0.34 0.10 0.07 0.010
H -3.625 -2.353 1.092 0.14 -0.06 -0.01 -0.008
H -2.159 -2.046 0.161 -0.08 0.06 0.21 -0.007
H -2.361 -2.578 3.178 0.05 -0.05 -0.11 -0.005
H -1.779 -3.698 1.941 -0.07 0.09 0.12 0.000
H 0.180 -2.932 2.908 -0.20 0.16 -0.15 -0.001
H 0.087 -2.002 1.439 -0.18 -0.25 0.18 -0.030
H -1.101 -0.745 3.929 0.19 -0.17 -0.17 0.000
H 0.636 -1.015 3.907 -0.28 0.11 -0.09 -0.004
H 1.051 0.768 2.612 -0.35 -0.20 0.02 0.008
H -0.599 1.254 3.000 0.22 -0.29 -0.13 -0.014
O -4.059 8.903 0.550 0.80 -2.00 -0.26 0.022
C -3.478 7.933 0.276 -1.77 3.44 1.00 -0.025
Fe -2.378 6.781 -0.454 0.99 -2.18 0.72 1.904
C -3.067 6.948 -2.052 -1.24 1.38 -3.22 -0.024
O -3.478 7.274 -3.089 0.66 -0.91 1.83 -0.005
C -1.169 8.019 -0.852 1.64 2.91 -0.64 -0.045
O -0.629 8.990 -1.191 -0.76 -1.99 0.62 0.018
C -0.890 2.006 -0.470 -1.77 2.59 -3.21 0.056
C -0.329 2.865 0.605 -0.16 1.09 0.41 0.054
C -0.875 4.011 1.109 1.69 -0.82 0.84 0.031
C -2.082 4.703 0.796 -1.99 0.53 -1.84 0.098
C -2.708 4.714 -0.481 0.62 -1.90 2.02 -0.052
C -2.127 3.985 -1.617 -0.22 -0.59 -0.59 0.005
C -1.399 2.847 -1.629 -0.46 0.75 -0.27 0.071
H -0.143 1.406 -0.983 -0.22 -0.11 0.55 -0.013
H 0.625 2.524 1.025 -0.34 0.45 -0.13 -0.007
H -0.338 4.406 1.985 -0.14 -0.05 -0.42 -0.002
H -2.614 5.160 1.646 0.18 -0.28 -0.42 0.016
H -3.808 4.841 -0.512 0.67 0.33 -0.06 0.035
H -2.459 4.347 -2.600 0.07 -0.23 0.36 0.008
H -1.283 2.334 -2.588 0.24 0.48 0.08 0.007
```
Positions in Å, forces in eV/Å.

HOMO (alpha / beta): -0.2211 / -0.3172 Ha
Multiplicity: 5
HOMO-LUMO gap (alpha / beta): 5.82 / 6.97 eV
<S²>: 6.05

***

We obtain DFT total energy values of -345.64089 -2851.26626 -455.18826 -654.33731 -6056.09766 -2529.49376 Ha for the records listed above, in that order.
We obtain relative energy (zero: lowest compared OMol25 entry of this formula, charge and spin) values of 430.8 0.0 446.9 119.6 0.0 0.0 kJ/mol for the records listed above, in that order.